Run a
{"formula": "C4H6N2S", "method": "wB97M-V/def2-TZVPD", "elements": ["C", "C", "C", "N", "C", "N", "S", "H", "H", "H", "H", "H", "H"], "positions_angstrom": [[0.26, -1.13, -1.49], [0.38, -0.36, -0.29], [1.28, 0.72, -0.17], [0.53, 1.70, 0.78], [-0.36, 1.03, 1.36], [-0.49, -0.27, 0.85], [-1.69, -1.33, 1.28], [-0.50, -1.95, -1.77], [0.74, -0.72, -2.42], [1.34, 1.20, -1.17], [2.29, 0.18, 0.05], [-1.16, 1.37, 2.12], [-2.60, -0.44, 0.87]], "homo_lumo_gap_ha": 0.32401, "homo_energy_ev": -8.14, "multiplicity": 1}

=====

Run b
{"formula": "C4H6N2S", "method": "wB97M-V/def2-TZVPD", "elements": ["C", "C", "N", "N", "C", "C", "S", "H", "H", "H", "H", "H", "H"], "positions_angstrom": [[2.33, 0.09, -0.06], [0.81, 0.24, -0.01], [0.18, 1.40, 0.20], [-1.01, 1.44, -0.21], [-1.94, 0.46, -0.24], [-1.71, -0.87, 0.37], [0.06, -1.23, -0.21], [2.69, -0.23, -1.18], [2.98, 0.98, 0.33], [2.71, -0.63, 0.72], [-2.93, 0.64, -1.00], [-2.51, -1.57, -0.12], [-1.66, -0.72, 1.42]], "homo_lumo_gap_ha": 0.30674, "homo_energy_ev": -8.16, "multiplicity": 1}

=====

Stability check: which of them is least stable? run b.

=====

Run a
{"formula": "C4H6N2S", "method": "wB97M-V/def2-TZVPD", "elements": ["C", "N", "C", "C", "N", "C", "S", "H", "H", "H", "H", "H", "H"], "positions_angstrom": [[1.53, 0.37, -0.58], [0.20, -0.11, -0.43], [-0.71, 0.36, 0.53], [-1.75, -0.52, 0.69], [-1.75, -1.50, -0.29], [-0.22, -1.25, -1.01], [0.34, -2.12, -2.28], [2.21, -0.31, -1.31], [1.36, 1.45, -0.86], [2.11, 0.53, 0.38], [-0.36, 1.23, 1.14], [-2.48, -0.53, 1.36], [-1.88, -2.43, -0.03]], "homo_lumo_gap_ha": 0.31504, "homo_energy_ev": -7.77, "multiplicity": 1}

=====

Run b
{"formula": "C4H6N2S", "method": "wB97M-V/def2-TZVPD", "elements": ["C", "C", "C", "C", "N", "N", "S", "H", "H", "H", "H", "H", "H"], "positions_angstrom": [[0.00, 0.21, 0.60], [0.67, 1.60, 0.90], [-1.47, 0.67, 0.40], [0.57, -0.48, -0.62], [-2.39, -0.17, 0.22], [-1.74, 2.00, 0.32], [-0.46, 2.81, 0.77], [0.17, -0.39, 1.53], [1.57, 2.10, 0.87], [0.76, 0.22, -1.39], [1.51, -0.97, -0.43], [-0.20, -1.21, -0.94], [-3.45, 0.08, 0.22]], "homo_lumo_gap_ha": 0.28096, "homo_energy_ev": -8.34, "multiplicity": 1}

=====

Stability check: which of them is least stable? run b.

=====

Run a
{"formula": "C4H6N2S", "method": "wB97M-V/def2-TZVPD", "elements": ["C", "C", "N", "C", "S", "N", "C", "H", "H", "H", "H", "H", "H"], "positions_angstrom": [[-1.06, -0.97, -1.16], [0.17, -0.73, -0.82], [0.48, -0.14, 0.43], [1.12, -0.63, 1.50], [1.55, -2.23, 1.91], [0.17, 1.11, 0.80], [-0.42, 1.91, -0.01], [-2.15, -0.78, -0.71], [-1.11, -1.28, -2.20], [0.94, -1.19, -1.33], [1.50, 0.17, 2.32], [-0.59, 1.89, -1.10], [-0.59, 2.88, 0.36]], "homo_lumo_gap_ha": 0.31737, "homo_energy_ev": -8.29, "multiplicity": 1}

=====

Run b
{"formula": "C4H6N2S", "method": "wB97M-V/def2-TZVPD", "elements": ["C", "C", "C", "C", "N", "N", "S", "H", "H", "H", "H", "H", "H"], "positions_angstrom": [[1.46, -0.08, -0.99], [0.87, -0.45, 0.25], [-0.63, 1.16, -1.33], [-1.01, -0.54, 1.69], [0.55, 0.75, -1.74], [-0.28, -0.02, 0.66], [-2.10, 1.75, -1.38], [2.37, -0.54, -1.41], [1.58, -1.18, 0.82], [-1.86, -1.00, 1.33], [-0.37, -1.16, 2.45], [-1.41, 0.23, 2.41], [0.83, 1.08, -2.78]], "homo_lumo_gap_ha": 0.23741, "homo_energy_ev": -6.85, "multiplicity": 1}

=====

Run c
{"formula": "C4H6N2S", "method": "wB97M-V/def2-TZVPD", "elements": ["H", "N", "C", "N", "C", "S", "C", "C", "H", "H", "H", "H", "H"], "positions_angstrom": [[-2.41, 0.38, -0.10], [-2.62, -0.65, -0.01], [-1.56, -1.35, 0.03], [-0.20, -0.95, 0.01], [0.40, 0.30, 0.03], [-0.31, 1.78, -0.05], [1.91, 0.10, 0.17], [2.60, -1.00, -0.15], [-1.66, -2.44, 0.13], [0.50, -1.65, 0.27], [2.42, 1.02, 0.47], [3.68, -1.07, -0.01], [2.09, -1.88, -0.51]], "homo_lumo_gap_ha": 0.30497, "homo_energy_ev": -8.90, "multiplicity": 1}

=====

Stability check: which of them is least stable? run b.

=====

Run a
{"formula": "C4H4Br2O", "method": "wB97M-V/def2-TZVPD", "elements": ["C", "C", "C", "C", "O", "Br", "Br", "H", "H", "H", "H"], "positions_angstrom": [[-0.95, -0.38, -0.52], [0.15, 0.31, -0.75], [1.04, 0.43, 1.92], [1.40, 0.03, 0.07], [0.73, 1.49, 2.30], [1.94, -1.84, 0.16], [2.83, 1.21, -0.43], [-1.80, -0.31, -1.20], [-0.93, -1.29, 0.04], [0.31, 1.25, -1.26], [1.26, -0.56, 2.50]], "homo_lumo_gap_ha": 0.35019, "homo_energy_ev": -9.24, "multiplicity": 1}

=====

Run b
{"formula": "C4H4Br2O", "method": "wB97M-V/def2-TZVPD", "elements": ["C", "C", "C", "C", "O", "Br", "Br", "H", "H", "H", "H"], "positions_angstrom": [[1.17, 1.40, -1.13], [0.79, 0.23, -1.46], [-0.20, -0.60, 1.69], [-1.12, -0.59, 0.75], [1.44, 2.51, -0.78], [-1.71, -1.99, -0.43], [-1.99, 1.00, 0.44], [-0.21, -0.04, -1.77], [1.53, -0.63, -1.54], [0.31, -1.55, 1.94], [-0.01, 0.26, 2.29]], "homo_lumo_gap_ha": 0.35873, "homo_energy_ev": -9.30, "multiplicity": 1}

=====

Stability check: which of them is least stable? run a.